DFT (ωB97M-V with the def2-TZVPD basis set) results for a molecular structure, C21H34Cl2OP3Y in a non-equilibrium geometry.

Each line ends with the natural charge from an NBO analysis.
Cartesian coordinates (Å):
C1 1.261968 -0.147243 -7.031465  -0.734
C2 1.026675 0.042794 -5.572575  0.589
H1 2.334540 -0.141118 -7.217982  0.264
H2 0.797186 0.648756 -7.612122  0.273
H3 0.858513 -1.104620 -7.360779  0.270
O1 1.868133 0.180360 -4.713207  -0.519
Cl1 -0.702912 0.037273 -5.086154  -0.060
Y1 -0.245227 -0.131004 -1.170470  1.795
P1 -0.063072 2.659189 -1.579177  0.675
C3 1.005264 3.863902 -0.745162  -0.922
C4 0.213286 3.163016 -3.313008  -0.920
H4 0.064789 4.251830 -3.402682  0.259
H5 -1.591112 4.506436 -1.511720  0.259
H6 -0.494411 2.625642 -3.953328  0.255
H7 -2.451255 2.955711 -1.883267  0.265
H8 2.046710 3.707014 -1.039939  0.258
H9 1.232820 2.878369 -3.606214  0.257
C5 -1.685628 3.432615 -1.261435  -0.914
H10 0.689254 4.878742 -1.038861  0.258
H11 -1.980438 3.325267 -0.213288  0.240
H12 0.928211 3.759875 0.336814  0.254
P2 0.267966 -2.935196 -1.179028  0.676
C6 1.461894 -3.949168 -0.277845  -0.922
C7 -1.267672 -3.774783 -0.661089  -0.917
H13 -0.269329 -3.209166 -3.550248  0.253
H14 0.255901 -4.755454 -2.769644  0.259
H15 1.463649 -3.488633 -3.217721  0.253
C8 0.445771 -3.667813 -2.851557  -0.913
H16 -2.138873 -3.357163 -1.175474  0.263
H17 -1.140460 -4.847162 -0.901286  0.257
H18 1.240002 -5.011550 -0.465712  0.259
H19 1.379360 -3.751045 0.789427  0.257
H20 -1.405994 -3.661736 0.419550  0.249
H21 2.478192 -3.698750 -0.600483  0.256
Cl2 -2.626660 -0.354229 -1.815440  -0.588
C9 -2.460266 0.085391 1.826039  -0.937
P3 -0.694966 0.354176 1.553197  0.682
C10 -0.394285 1.621471 2.865526  -0.236
C11 -0.613459 2.975044 2.549769  -0.249
C12 -0.406142 3.964404 3.513528  -0.197
C13 -0.040711 3.611009 4.823522  -0.165
C14 0.097882 2.261657 5.160221  -0.177
C15 -0.117999 1.280574 4.196027  -0.233
C16 0.017391 -1.136751 2.376439  -0.371
C17 -0.675668 -2.296568 2.794637  -0.157
C18 0.025956 -3.329718 3.421737  -0.220
C19 1.398223 -3.235878 3.635890  -0.179
C20 2.090495 -2.101712 3.197574  -0.186
C21 1.402956 -1.071986 2.567720  -0.225
H22 -3.049706 0.987184 1.586113  0.270
H23 -2.625497 -0.149898 2.878502  0.264
H24 -2.845135 -0.738218 1.210087  0.255
H25 -0.993221 3.275396 1.568065  0.200
H26 -0.551081 5.005804 3.223021  0.235
H27 0.082320 4.389895 5.575236  0.243
H28 0.380293 1.974797 6.166502  0.241
H29 -0.066998 0.232212 4.490509  0.230
H30 -1.745464 -2.406090 2.643810  0.222
H31 -0.512723 -4.228291 3.754513  0.245
H32 1.941922 -4.033183 4.134073  0.246
H33 3.165800 -2.018393 3.324975  0.241
H34 1.933025 -0.203267 2.195364  0.218

Forces on atoms 1 to 3 (eV/Å):
C 0.248 -0.018 -0.070
C 1.602 0.175 1.153
H -0.026 0.040 0.108

Its total energy is -78320.1756 eV. The net charge is +2. As for the frontier orbital gap: 7.61 eV. Its spin multiplicity is 1.